Entry w
Here is a 2-piece molecular cluster, C3H10NO2 overall from OMol25. Energies are from ωB97M-V/def2-TZVPD.

Values from the calculation:
- highest occupied orbital energy (Ha) = -0.1166
- orbital gap (eV) = 7.530

The geometry in ORCA input format:
```
! wB97M-V def2-TZVPD RIJCOSX def2/J DEFGRID3
* xyz -1 1
C -0.658 -0.010 -1.150
O -1.238 0.934 -0.410
C 0.168 -1.061 -0.294
C 1.664 -0.598 -0.214
N -0.360 -1.265 1.041
H -0.148 0.420 -2.060
H -1.476 -0.682 -1.635
H 0.084 -1.991 -0.852
H 1.641 0.494 -0.392
H 1.837 -0.832 0.840
H 2.399 -0.902 -0.947
H -0.069 -0.440 1.553
H -1.362 -1.376 1.073
H -0.762 3.215 1.201
H -0.918 1.759 0.675
O -0.801 2.332 1.573
*
```

Charges in e, computed with natural (NBO), in the same order as the atoms:
1. C -0.010
2. O -0.935
3. C -0.069
4. C -0.647
5. N -0.859
6. H 0.096
7. H 0.057
8. H 0.146
9. H 0.211
10. H 0.206
11. H 0.196
12. H 0.367
13. H 0.366
14. H 0.430
15. H 0.506
16. O -1.060

Entry x
Here is a 2-piece molecular cluster, C3H10NO2 overall from OMol25. Energies are from ωB97M-V/def2-TZVPD.

Values from the calculation:
- highest occupied orbital energy (Ha) = -0.1200
- orbital gap (eV) = 7.720

The geometry in ORCA input format:
```
! wB97M-V def2-TZVPD RIJCOSX def2/J DEFGRID3
* xyz -1 1
C 1.439 1.017 1.068
O 0.739 0.203 1.971
C 1.993 0.205 -0.111
H 0.763 1.789 0.684
H 2.290 1.479 1.584
H -0.189 0.071 1.522
H 1.171 -0.108 -0.759
H 2.737 0.754 -0.696
H 2.447 -0.702 0.298
N -1.844 -0.326 -1.658
C -1.732 -0.894 -0.279
O -1.401 0.041 0.614
H -2.385 -0.954 -2.248
H -2.353 0.549 -1.588
H -2.699 -1.408 -0.032
H -0.974 -1.713 -0.368
*
```

Charges in e, computed with natural (NBO), in the same order as the atoms:
1. C -0.049
2. O -0.805
3. C -0.642
4. H 0.158
5. H 0.126
6. H 0.517
7. H 0.227
8. H 0.173
9. H 0.191
10. N -0.895
11. C 0.150
12. O -0.928
13. H 0.316
14. H 0.340
15. H 0.049
16. H 0.073

Which structure is most stable, and how do the rest compare? From most to least stable: entry x, entry w.

Entry w
Here is C2H6O3S2 as an isolated structure from OMol25. Energies are from ωB97M-V/def2-TZVPD.

Values from the calculation:
- highest occupied orbital energy (alpha / beta) (Ha) = -0.3364 / -0.3364
- orbital gap (alpha / beta) (eV) = 8.114 / 8.113

The geometry in ORCA input format:
```
! wB97M-V def2-TZVPD RIJCOSX def2/J DEFGRID3
* xyz 0 1
C -0.417 0.540 0.847
C 0.837 -0.182 0.323
O -1.399 -1.558 -1.108
O -0.240 -3.343 0.186
O 0.122 -1.229 -3.165
S 0.842 -2.559 -2.485
S -0.156 -2.169 -0.652
H -0.904 0.170 1.812
H -0.326 1.718 0.924
H -1.262 0.496 -0.038
H 1.482 -0.790 0.936
H 1.430 0.352 -0.506
H -0.671 -1.070 -2.627
*
```

Charges in e, computed with natural (NBO), in the same order as the atoms:
1. C -0.724
2. C -0.338
3. O -0.964
4. O -0.894
5. O -0.853
6. S 0.345
7. S 1.720
8. H 0.243
9. H 0.248
10. H 0.273
11. H 0.211
12. H 0.228
13. H 0.506

Entry x
Here is one molecule with the formula C2H6O3S2 from OMol25. Energies are from ωB97M-V/def2-TZVPD.

Values from the calculation:
- highest occupied orbital energy (Ha) = -0.3531
- orbital gap (eV) = 9.987

The geometry in ORCA input format:
```
! wB97M-V def2-TZVPD RIJCOSX def2/J DEFGRID3
* xyz 0 1
C 0.538 -2.068 -0.480
C -0.325 1.814 0.963
O 1.834 -0.026 0.745
O -1.914 -0.259 1.683
O -1.455 -0.149 -0.768
S 0.768 -1.009 0.996
S -1.077 0.089 0.600
H 0.326 -3.117 -0.017
H 1.596 -2.128 -1.023
H -0.248 -1.745 -1.032
H 0.480 1.957 0.147
H -1.046 2.608 1.047
H 0.360 1.627 1.760
*
```

Charges in e, computed with natural (NBO), in the same order as the atoms:
1. C -0.833
2. C -0.830
3. O -0.958
4. O -0.929
5. O -0.916
6. S 1.040
7. S 1.901
8. H 0.238
9. H 0.263
10. H 0.254
11. H 0.264
12. H 0.252
13. H 0.254

Which structure is most stable, and how do the rest compare? From most to least stable: entry x, entry w.

Entry w
Here is C7H6CeO6 as an isolated structure from OMol25. Energies are from ωB97M-V/def2-TZVPD.

Values from the calculation:
- highest occupied orbital energy (alpha / beta) (Ha) = -0.8487 / -0.8562
- orbital gap (alpha / beta) (eV) = 6.042 / 6.388

The geometry in ORCA input format:
```
! wB97M-V def2-TZVPD RIJCOSX def2/J DEFGRID3
* xyz 3 2
O 1.196 -1.963 -3.883
C 0.784 -1.184 -3.100
Ce -0.130 0.551 -1.330
O -1.515 2.435 -3.392
C -0.997 1.730 -2.619
C -0.868 1.966 0.108
O -1.270 2.706 0.900
C 1.443 1.722 -1.345
O 2.390 2.406 -1.356
C -1.864 -0.344 -1.046
O -2.873 -0.895 -0.840
C 0.621 -1.270 2.827
C -0.161 -1.025 1.589
O 0.899 -0.727 0.492
H 1.283 -2.098 2.689
H -0.120 -1.519 3.549
H 1.146 -0.393 3.139
H -0.684 -1.863 1.155
H -0.818 -0.148 1.614
H 1.537 -0.086 0.847
*
```

Charges in e, computed with Mulliken, in the same order as the atoms:
1. O -0.047
2. C 0.392
3. Ce 0.484
4. O 0.029
5. C 0.412
6. C 0.449
7. O 0.033
8. C 0.391
9. O 0.080
10. C 0.390
11. O 0.074
12. C -1.321
13. C -0.162
14. O -0.510
15. H 0.387
16. H 0.386
17. H 0.443
18. H 0.372
19. H 0.333
20. H 0.385

Entry x
Here is C7H6CeO6 as an isolated structure from OMol25. Energies are from ωB97M-V/def2-TZVPD.

Values from the calculation:
- highest occupied orbital energy (alpha / beta) (Ha) = -0.8167 / -0.8168
- orbital gap (alpha / beta) (eV) = 6.949 / 6.973

The geometry in ORCA input format:
```
! wB97M-V def2-TZVPD RIJCOSX def2/J DEFGRID3
* xyz 3 2
O 3.025 2.314 -1.622
C 2.664 1.984 -0.584
Ce -0.788 -0.298 0.836
O -0.519 3.041 -0.472
C -0.656 2.029 0.051
C 1.283 -1.047 -0.007
O 2.249 -1.301 -0.599
C 1.241 0.651 1.946
O 2.178 0.958 2.564
C -0.309 0.274 -1.485
O 0.107 0.675 -2.490
C -3.968 -3.849 0.253
C -3.108 -2.705 -0.256
O -2.653 -1.835 0.855
H -3.466 -4.472 0.997
H -4.213 -4.456 -0.612
H -4.915 -3.490 0.663
H -2.140 -3.049 -0.664
H -3.613 -2.022 -0.944
H -3.176 -2.049 1.659
*
```

Charges in e, computed with Mulliken, in the same order as the atoms:
1. O -0.108
2. C 0.157
3. Ce 1.581
4. O 0.036
5. C 0.257
6. C 0.259
7. O 0.029
8. C 0.293
9. O 0.004
10. C 0.202
11. O 0.033
12. C -1.409
13. C 0.032
14. O -0.512
15. H 0.421
16. H 0.374
17. H 0.439
18. H 0.256
19. H 0.309
20. H 0.348

Which structure is most stable, and how do the rest compare? From most to least stable: entry x, entry w.

Entry w
Here is a 2-piece molecular cluster, C4H8O2 overall from OMol25. Energies are from ωB97M-V/def2-TZVPD.

Values from the calculation:
- highest occupied orbital energy (alpha / beta) (Ha) = -0.5522 / -0.5593
- orbital gap (alpha / beta) (eV) = 9.684 / 7.440

The geometry in ORCA input format:
```
! wB97M-V def2-TZVPD RIJCOSX def2/J DEFGRID3
* xyz 1 2
C -1.142 0.925 0.186
C -0.309 -0.181 0.357
O 0.668 -0.522 -0.477
C -0.699 -1.194 1.288
C 0.088 -2.242 1.647
H -0.758 1.784 -0.351
H -2.098 0.998 0.685
H 0.834 0.327 -0.937
H -1.734 -1.133 1.611
H 0.926 -2.463 0.991
H 0.184 -2.640 2.650
H 2.015 1.968 -2.179
H 0.866 2.619 -2.887
O 1.160 1.752 -2.583
*
```

Charges in e, computed with natural (NBO), in the same order as the atoms:
1. C -0.155
2. C 0.361
3. O -0.564
4. C -0.259
5. C -0.094
6. H 0.228
7. H 0.239
8. H 0.522
9. H 0.245
10. H 0.220
11. H 0.244
12. H 0.480
13. H 0.493
14. O -0.960

Entry x
Here is a 2-piece molecular cluster, C4H8O2 overall from OMol25. Energies are from ωB97M-V/def2-TZVPD.

Values from the calculation:
- highest occupied orbital energy (alpha / beta) (Ha) = -0.5283 / -0.4761
- orbital gap (alpha / beta) (eV) = 10.411 / 4.304

The geometry in ORCA input format:
```
! wB97M-V def2-TZVPD RIJCOSX def2/J DEFGRID3
* xyz 1 2
C -1.694 0.483 -1.049
C -1.806 -0.470 -0.080
O -2.636 -0.259 0.939
H -0.812 0.477 -1.670
H -2.450 1.255 -1.124
H -1.367 -1.470 -0.051
H -2.143 -0.277 1.776
C 1.804 1.086 0.186
C 1.730 -0.243 0.411
O 1.787 -1.109 -0.609
H 2.055 1.714 1.026
H 1.787 1.455 -0.831
H 1.561 -0.705 1.381
H 2.185 -1.937 -0.306
*
```

Charges in e, computed with natural (NBO), in the same order as the atoms:
1. C -0.230
2. C 0.261
3. O -0.615
4. H 0.235
5. H 0.248
6. H 0.207
7. H 0.523
8. C -0.357
9. C 0.187
10. O -0.630
11. H 0.240
12. H 0.229
13. H 0.191
14. H 0.512

Which structure is most stable, and how do the rest compare? From most to least stable: entry w, entry x.

Entry w
Here is one molecule with the formula C5H7FO from OMol25. Energies are from ωB97M-V/def2-TZVPD.

Values from the calculation:
- highest occupied orbital energy (Ha) = -0.3603
- SMILES = C=C(F)[C@H]1O[C@@H]1C
- orbital gap (eV) = 10.880

The geometry in ORCA input format:
```
! wB97M-V def2-TZVPD RIJCOSX def2/J DEFGRID3
* xyz 0 1
C -2.732 0.144 -1.044
C -1.503 0.025 -1.473
F -1.179 -0.745 -2.525
C -0.335 0.755 -0.757
O -0.517 0.756 0.641
C 0.432 -0.134 0.050
C 1.906 -0.093 0.189
H -3.670 -0.373 -1.308
H -2.829 0.924 -0.281
H -0.100 1.762 -1.079
H 0.095 -1.143 -0.174
H 2.295 -0.399 -0.757
H 2.084 -0.929 0.840
H 2.412 0.797 0.576
*
```

Charges in e, computed with natural (NBO), in the same order as the atoms:
1. C -0.488
2. C 0.372
3. F -0.333
4. C -0.024
5. O -0.465
6. C 0.072
7. C -0.637
8. H 0.224
9. H 0.221
10. H 0.207
11. H 0.183
12. H 0.224
13. H 0.215
14. H 0.229

Entry x
Here is one molecule with the formula C5H7FO from OMol25. Energies are from ωB97M-V/def2-TZVPD.

Values from the calculation:
- highest occupied orbital energy (Ha) = -0.2882
- SMILES = C/C(O)=C\C=C\F
- orbital gap (eV) = 8.618

The geometry in ORCA input format:
```
! wB97M-V def2-TZVPD RIJCOSX def2/J DEFGRID3
* xyz 0 1
C -1.462 -1.237 -0.089
C -1.164 0.185 0.062
O -2.292 1.038 0.159
C 0.054 0.748 0.048
C 1.161 -0.084 -0.022
C 2.431 0.401 -0.134
F 3.597 -0.270 -0.232
H -2.469 -1.630 -0.088
H -0.875 -1.668 0.855
H -0.872 -1.562 -0.973
H -1.977 1.976 0.329
H 0.179 1.777 0.125
H 1.146 -1.143 0.092
H 2.544 1.470 -0.133
*
```

Charges in e, computed with natural (NBO), in the same order as the atoms:
1. C -0.684
2. C 0.376
3. O -0.689
4. C -0.372
5. C -0.306
6. C 0.241
7. F -0.329
8. H 0.251
9. H 0.232
10. H 0.239
11. H 0.477
12. H 0.207
13. H 0.216
14. H 0.141

Entry y
Here is a 2-piece molecular cluster, C5H7FO overall from OMol25. Energies are from ωB97M-V/def2-TZVPD.

Values from the calculation:
- highest occupied orbital energy (Ha) = -0.3524
- orbital gap (eV) = 10.518

The geometry in ORCA input format:
```
! wB97M-V def2-TZVPD RIJCOSX def2/J DEFGRID3
* xyz 0 1
C -0.122 0.382 -2.084
C 0.589 0.232 -0.986
C 1.975 1.795 -0.995
C -0.380 0.267 1.222
C 0.565 -0.513 0.364
O 2.919 1.997 -0.393
F 1.413 2.648 -1.728
H -0.919 -0.362 -2.376
H -0.022 1.278 -2.718
H 0.048 1.181 1.626
H -1.145 0.663 0.540
H -0.776 -0.240 2.024
H 0.293 -1.522 0.237
H 1.559 -0.642 0.751
*
```

Charges in e, computed with natural (NBO), in the same order as the atoms:
1. C -0.480
2. C 0.016
3. C 0.870
4. C -0.599
5. C -0.479
6. O -0.549
7. F -0.319
8. H 0.211
9. H 0.236
10. H 0.213
11. H 0.215
12. H 0.215
13. H 0.219
14. H 0.232

Which structure is most stable, and how do the rest compare? From most to least stable: entry x, entry w, entry y.

Entry w
Here is one molecule with the formula C17H23N3O3 from OMol25. Energies are from ωB97M-V/def2-TZVPD.

Values from the calculation:
- highest occupied orbital energy (Ha) = -0.3078
- SMILES = O=C(CN1C(=O)COc2ccccc21)NCCCN1CCCC1
- orbital gap (eV) = 9.153

The geometry in ORCA input format:
```
! wB97M-V def2-TZVPD RIJCOSX def2/J DEFGRID3
* xyz 0 1
O -1.271 2.263 -1.702
C -1.341 2.046 -0.508
C -2.304 1.001 0.080
N -1.608 -0.184 0.543
C -1.143 -0.204 1.811
O -1.216 0.759 2.555
C -0.495 -1.507 2.246
O -0.997 -2.658 1.606
C -1.140 -2.526 0.251
C -1.032 -3.649 -0.554
C -1.171 -3.530 -1.926
C -1.396 -2.289 -2.495
C -1.522 -1.164 -1.698
C -1.420 -1.278 -0.318
N -0.646 2.691 0.436
C 0.316 3.723 0.136
C 1.759 3.266 0.348
C 2.143 2.099 -0.569
N 1.871 0.815 0.068
C 2.940 0.406 0.968
C 3.992 -0.353 0.122
C 3.248 -0.708 -1.175
C 1.797 -0.288 -0.877
H -3.037 0.714 -0.675
H -2.815 1.438 0.943
H 0.589 -1.413 2.067
H -0.658 -1.644 3.317
H -0.841 -4.601 -0.086
H -1.087 -4.407 -2.548
H -1.478 -2.190 -3.566
H -1.683 -0.199 -2.151
H -0.703 2.358 1.391
H 0.161 4.005 -0.908
H 0.108 4.590 0.773
H 2.414 4.117 0.153
H 1.889 2.967 1.389
H 3.201 2.191 -0.856
H 1.544 2.157 -1.480
H 2.511 -0.263 1.720
H 3.365 1.265 1.486
H 4.857 0.279 -0.078
H 4.340 -1.241 0.646
H 3.314 -1.766 -1.419
H 3.638 -0.138 -2.018
H 1.275 -1.115 -0.387
H 1.234 -0.009 -1.766
*
```

Charges in e, computed with natural (NBO), in the same order as the atoms:
1. O -0.645
2. C 0.672
3. C -0.312
4. N -0.415
5. C 0.678
6. O -0.636
7. C -0.157
8. O -0.493
9. C 0.332
10. C -0.266
11. C -0.209
12. C -0.217
13. C -0.234
14. C 0.072
15. N -0.614
16. C -0.220
17. C -0.410
18. C -0.229
19. N -0.455
20. C -0.225
21. C -0.437
22. C -0.433
23. C -0.223
24. H 0.232
25. H 0.243
26. H 0.195
27. H 0.228
28. H 0.227
29. H 0.217
30. H 0.219
31. H 0.246
32. H 0.429
33. H 0.224
34. H 0.195
35. H 0.208
36. H 0.204
37. H 0.169
38. H 0.214
39. H 0.184
40. H 0.204
41. H 0.206
42. H 0.211
43. H 0.214
44. H 0.203
45. H 0.185
46. H 0.215

Entry x
Here is one molecule with the formula C17H23N3O3 from OMol25. Energies are from ωB97M-V/def2-TZVPD.

Values from the calculation:
- highest occupied orbital energy (Ha) = -0.2972
- SMILES = CC(C)C[C@H](N)C(=O)N[C@@H](Cc1c[nH]c2ccccc12)C(=O)O
- orbital gap (eV) = 8.650

The geometry in ORCA input format:
```
! wB97M-V def2-TZVPD RIJCOSX def2/J DEFGRID3
* xyz 0 1
C -4.920 -0.437 1.334
C -4.649 -0.719 -0.128
C -5.957 -1.055 -0.948
C -3.808 0.558 -0.691
C -2.387 0.762 -0.203
N -1.782 2.005 -0.534
C -1.341 -0.315 -0.631
O -1.671 -1.435 -1.116
N -0.025 -0.059 -0.403
C 0.510 0.850 0.587
C 1.238 -0.005 1.640
C 2.525 -0.718 0.999
C 2.613 -2.105 0.805
N 3.728 -2.443 0.113
C 4.380 -1.325 -0.226
C 5.618 -1.260 -0.834
C 6.220 -0.028 -1.069
C 5.520 1.112 -0.558
C 4.279 0.999 0.108
C 3.662 -0.172 0.261
C 1.340 2.064 0.197
O 1.643 2.945 0.955
O 1.694 2.098 -1.173
H -4.017 -0.392 1.922
H -5.536 -1.286 1.879
H -5.411 0.584 1.680
H -3.968 -1.543 -0.212
H -6.643 -0.199 -0.897
H -5.812 -1.417 -1.923
H -6.389 -1.954 -0.503
H -4.296 1.442 -0.560
H -3.911 0.394 -1.807
H -2.320 0.686 0.923
H -2.029 2.926 0.018
H -1.747 2.059 -1.548
H 0.518 -0.956 -0.499
H -0.320 1.275 1.131
H 0.585 -0.672 2.211
H 1.739 0.783 2.287
H 1.993 -2.848 1.442
H 4.203 -3.453 0.165
H 6.106 -2.239 -1.215
H 7.242 0.156 -1.399
H 6.172 2.125 -0.653
H 4.024 1.926 0.692
H 1.383 1.286 -1.616
*
```

Charges in e, computed with natural (NBO), in the same order as the atoms:
1. C -0.620
2. C -0.216
3. C -0.609
4. C -0.406
5. C -0.138
6. N -0.875
7. C 0.684
8. O -0.633
9. N -0.649
10. C -0.174
11. C -0.414
12. C -0.101
13. C -0.044
14. N -0.530
15. C 0.142
16. C -0.249
17. C -0.222
18. C -0.239
19. C -0.149
20. C -0.150
21. C 0.815
22. O -0.565
23. O -0.693
24. H 0.202
25. H 0.210
26. H 0.203
27. H 0.228
28. H 0.204
29. H 0.214
30. H 0.210
31. H 0.202
32. H 0.214
33. H 0.202
34. H 0.398
35. H 0.376
36. H 0.424
37. H 0.247
38. H 0.232
39. H 0.242
40. H 0.224
41. H 0.428
42. H 0.210
43. H 0.222
44. H 0.218
45. H 0.227
46. H 0.496

Which structure is most stable, and how do the rest compare? From most to least stable: entry w, entry x.